Entry 1:
One molecule with the formula C2H3NO2S2 at a distorted geometry, computed with ωB97M-V with the def2-TZVPD basis set.

Calculated values
- SMILES = CC(=S)N=S(=O)=O
- Kohn-Sham gap (alpha / beta) (eV) = 6.1056 / 8.1530
- energy above the lowest of the compared OMol25 structures with the same formula, charge and spin (kJ/mol) = 306.7
- calculated total energy (eV) = -29374.799

Element x y z (Å)
C -0.26 0.27 -0.17
C -1.69 0.10 -0.01
N 0.59 -0.70 -0.11
O 2.49 0.15 1.24
O 2.96 -1.33 -0.67
S 0.22 1.88 -0.20
S 2.16 -0.33 -0.08
H -2.05 -0.16 1.00
H -2.10 -0.80 -0.67
H -2.33 0.93 -0.32

***

Entry 2:
C3H5N3O as an isolated structure at a distorted geometry, computed with ωB97M-V with the def2-TZVPD basis set.

Calculated values
- Kohn-Sham gap (eV) = 8.9903
- energy above the lowest of the compared OMol25 structures with the same formula, charge and spin (kJ/mol) = 613.6
- calculated total energy (eV) = -9704.224

Element x y z (Å)
C 0.15 0.21 -0.16
C -0.63 1.15 0.14
C -0.29 -0.97 0.40
H 1.44 0.95 -1.80
H 1.97 -0.38 -0.89
H -0.66 2.10 -0.56
H -1.03 1.02 2.34
H 0.19 -2.10 -1.27
N 1.20 0.08 -1.18
N -1.37 0.69 1.41
N 0.06 -2.14 0.03
O -1.04 -0.61 1.55

***

Entry 3:
C35H45Cl6MnP as an isolated structure at a distorted geometry, computed with ωB97M-V with the def2-TZVPD basis set.

Calculated values
- Kohn-Sham gap (alpha / beta) (eV) = 6.2807 / 7.8958
- charge = +1
- calculated total energy (eV) = -152764.024
- spin multiplicity = 5

Element x y z (Å)
Mn -2.17 0.22 0.12
C 3.65 4.35 2.45
C 2.12 4.52 2.43
C 1.62 4.93 3.81
C 1.52 3.23 1.91
C 1.71 2.87 0.58
C 1.37 1.63 0.10
C 1.64 1.30 -1.36
C 1.55 2.52 -2.28
C 3.02 0.64 -1.56
C 0.82 0.64 0.97
C 0.52 1.04 2.31
C 0.84 2.33 2.72
C -0.13 0.15 3.38
C -1.61 -0.09 3.07
C 0.62 -1.14 3.72
C 1.31 -0.76 0.73
C 2.61 -0.91 1.26
C 3.30 -2.10 1.20
C 2.69 -3.21 0.63
C 1.43 -3.08 0.09
C 0.73 -1.86 0.08
P -0.92 -1.83 -0.75
C -1.82 -3.35 0.00
C -3.33 -3.05 -0.06
C -1.58 -4.69 -0.69
C -1.42 -3.51 1.47
C -0.55 -2.21 -2.60
C 0.67 -3.10 -2.86
C -0.24 -0.85 -3.26
C -1.77 -2.85 -3.29
H 4.12 5.25 2.84
H 4.03 4.18 1.44
H 3.93 3.51 3.08
H 1.87 5.31 1.72
H 1.94 4.21 4.58
H 0.53 5.02 3.84
H 2.04 5.90 4.08
H 2.17 3.59 -0.09
H 0.86 0.60 -1.66
H 2.48 3.09 -2.27
H 0.74 3.19 -1.99
H 1.37 2.20 -3.30
H 3.79 1.27 -1.12
H 3.23 0.54 -2.62
H 3.08 -0.35 -1.10
H 0.61 2.61 3.75
H -0.12 0.74 4.30
H -1.75 -0.45 2.04
H -2.19 0.82 3.18
H -2.03 -0.84 3.74
H 0.63 -1.86 2.91
H 0.13 -1.62 4.58
H 1.65 -0.92 4.01
H 3.07 -0.05 1.72
H 4.29 -2.17 1.61
H 3.19 -4.16 0.61
H 0.96 -3.95 -0.33
H -3.70 -3.00 -1.08
H -3.57 -2.10 0.43
H -3.88 -3.84 0.46
H -1.95 -4.72 -1.71
H -2.11 -5.46 -0.12
H -0.53 -4.98 -0.69
H -1.57 -2.60 2.04
H -0.39 -3.83 1.58
H -2.06 -4.28 1.92
H 1.59 -2.68 -2.46
H 0.79 -3.17 -3.94
H 0.53 -4.11 -2.48
H 0.73 -0.48 -2.95
H -1.01 -0.11 -3.04
H -0.21 -0.98 -4.34
H -1.62 -3.92 -3.42
H -1.90 -2.42 -4.28
H -2.70 -2.69 -2.75
Cl -4.09 0.44 0.87
Cl -4.03 -0.60 -2.91
C -3.44 0.98 -2.64
C -2.75 1.27 -1.47
C -2.53 2.61 -1.19
Cl -1.92 2.95 0.40
C -2.81 3.64 -2.07
Cl -2.46 5.26 -1.66
C -3.37 3.31 -3.31
Cl -3.69 4.53 -4.45
C -3.71 1.98 -3.58
Cl -4.47 1.58 -5.06

***

Entry 4:
A 2-piece molecular cluster, C6H13N2 overall at a distorted geometry, computed with ωB97M-V with the def2-TZVPD basis set.

Calculated values
- Kohn-Sham gap (eV) = 10.6640
- energy above the lowest of the compared OMol25 structures with the same formula, charge and spin (kJ/mol) = 334.7
- charge = +1
- calculated total energy (eV) = -9403.399

Element x y z (Å)
C -0.10 -0.85 1.65
C 0.04 0.63 1.04
C -0.72 0.22 2.21
C 0.39 -2.28 1.41
C 1.28 0.90 -0.95
C 0.22 2.81 0.09
N 0.43 1.39 0.08
N -1.24 -0.90 -1.49
H -1.39 0.45 3.02
H -0.26 -2.64 0.60
H 0.23 -2.84 2.37
H 1.45 -2.28 1.23
H 1.32 -0.15 -0.96
H 1.12 1.33 -2.04
H 2.32 1.13 -0.57
H -0.25 3.02 -0.78
H -0.39 3.19 0.94
H 1.18 3.42 0.02
H -1.10 -1.29 -2.44
H -1.68 -0.01 -1.51
H -1.76 -1.58 -1.02

***

Entry 5:
A 2-piece molecular cluster, C6H6Cl2N2O2 overall at a distorted geometry, computed with ωB97M-V with the def2-TZVPD basis set.

Calculated values
- Kohn-Sham gap (alpha / beta) (eV) = 7.9221 / 6.3765
- energy above the lowest of the compared OMol25 structures with the same formula, charge and spin (kJ/mol) = 539.0
- calculated total energy (eV) = -38430.670

Element x y z (Å)
C -1.60 -1.17 0.26
C -0.57 -1.02 1.20
C -1.78 -0.34 -0.82
C 0.30 0.04 1.14
C -0.78 0.87 -0.97
C 0.21 0.97 0.12
N 2.13 -1.42 -0.79
N 1.13 2.02 0.00
O 1.99 2.03 0.83
O 0.83 2.81 -0.91
Cl 3.23 -0.74 0.20
Cl 1.12 -2.52 -0.07
H -2.40 -1.90 0.31
H -0.63 -1.65 2.20
H -2.49 -0.80 -1.56
H 1.08 0.02 1.89
H -0.40 1.04 -1.94
H -1.38 1.75 -1.08

***

Entry 6:
A 2-piece molecular cluster, C7H14 overall at a distorted geometry, computed with ωB97M-V with the def2-TZVPD basis set.

Calculated values
- SMILES = C=CCC.C=CC
- Kohn-Sham gap (eV) = 10.4788
- energy above the lowest of the compared OMol25 structures with the same formula, charge and spin (kJ/mol) = 209.4
- calculated total energy (eV) = -7484.124

Element x y z (Å)
C 0.74 -2.61 -0.29
C -0.60 -2.77 0.42
C -1.62 -1.87 0.36
H 0.74 -3.27 -1.18
H 0.82 -1.58 -0.68
H 1.57 -2.85 0.39
H -0.73 -3.68 1.04
H -2.53 -2.01 0.99
H -1.65 -0.96 -0.26
C 1.89 1.26 -0.56
C 0.71 2.23 -0.74
C -0.58 1.73 -0.15
C -1.03 2.06 1.09
H 1.65 0.27 -0.99
H 2.89 1.62 -0.90
H 2.03 1.06 0.53
H 0.64 2.52 -1.81
H 0.96 3.18 -0.23
H -1.13 1.06 -0.76
H -2.03 1.82 1.34
H -0.34 2.57 1.81

***

Entry 7:
C27H51BBr20N4O5 as an isolated structure at a distorted geometry, computed with ωB97M-V with the def2-TZVPD basis set.

Calculated values
- Kohn-Sham gap (eV) = 7.1666
- calculated total energy (eV) = -1446546.259

Element x y z (Å)
O 4.52 2.02 -1.10
C 3.68 1.47 -0.31
O 2.70 0.60 -0.86
C 2.39 -0.40 0.15
C 2.80 -1.89 -0.23
C 4.06 -2.01 -1.20
C 5.33 -2.75 -0.57
C 5.61 -2.28 0.94
N 5.45 -0.93 1.16
N 5.64 -0.55 2.40
C 5.96 -1.58 3.27
O 6.11 -1.17 4.63
B 4.81 -1.41 5.23
O 3.81 -0.37 5.21
O 4.54 -2.69 5.82
N 6.15 -2.92 3.04
N 5.97 -3.30 1.80
H 3.77 1.70 0.79
H 2.81 -0.16 1.18
H 1.25 -0.39 0.28
H 1.91 -2.38 -0.75
H 2.93 -2.45 0.76
H 4.42 -1.04 -1.66
H 3.72 -2.67 -2.08
H 5.20 -3.87 -0.66
H 6.26 -2.44 -1.16
H 3.13 -0.70 4.59
H 4.08 -3.20 5.11
Br 0.23 -2.50 -2.35
C -1.36 -3.20 -1.48
C -2.55 -2.31 -1.70
Br -2.46 -0.72 -0.57
H -1.11 -3.34 -0.42
H -1.52 -4.18 -1.93
H -3.47 -2.82 -1.41
H -2.64 -1.96 -2.73
Br -4.71 -3.67 1.28
C -5.87 -2.11 1.41
C -7.12 -2.29 0.59
Br -6.76 -2.03 -1.31
H -5.28 -1.25 1.12
H -6.11 -2.03 2.47
H -7.86 -1.53 0.85
H -7.57 -3.27 0.70
Br -1.40 -4.26 3.86
C -2.07 -6.09 3.77
C -1.48 -6.83 2.60
Br -2.33 -6.29 0.93
H -3.16 -6.03 3.75
H -1.76 -6.55 4.71
H -1.68 -7.90 2.68
H -0.41 -6.67 2.48
Br 6.00 3.20 -0.39
C 7.29 4.38 0.49
C 8.57 3.66 0.82
Br 8.36 2.50 2.37
H 6.79 4.79 1.38
H 7.47 5.19 -0.22
H 9.35 4.37 1.10
H 8.93 3.03 0.00
Br -6.36 3.02 -1.83
C -5.54 2.64 -0.10
C -6.11 1.38 0.51
Br -7.87 1.71 1.27
H -5.67 3.52 0.52
H -4.48 2.51 -0.32
H -5.49 1.05 1.35
H -6.21 0.56 -0.20
Br 4.66 3.40 -3.12
C 4.80 1.83 -4.27
C 5.71 2.08 -5.44
Br 4.83 3.17 -6.80
H 3.79 1.56 -4.55
H 5.21 1.05 -3.62
H 5.96 1.15 -5.94
H 6.63 2.60 -5.17
Br 2.77 3.56 -0.83
C 1.60 5.12 -0.70
C 0.34 4.93 -1.50
Br 0.67 5.17 -3.41
H 2.19 5.98 -1.01
H 1.37 5.21 0.37
H -0.40 5.70 -1.24
H -0.11 3.95 -1.38
Br 7.51 8.58 -6.10
C 7.77 6.67 -5.80
C 6.77 6.12 -4.81
Br 7.25 6.61 -2.98
H 8.81 6.53 -5.49
H 7.63 6.21 -6.78
H 6.78 5.03 -4.82
H 5.76 6.48 -4.98
Br -10.69 -3.94 0.50
C -10.52 -5.50 -0.67
C -9.61 -5.22 -1.83
Br -10.50 -4.14 -3.18
H -11.53 -5.78 -0.96
H -10.11 -6.29 -0.03
H -9.35 -6.15 -2.34
H -8.70 -4.70 -1.55
Br -8.21 2.73 5.29
C -9.98 1.93 5.52
C -10.37 1.12 4.31
Br -10.93 2.27 2.84
H -10.67 2.74 5.74
H -9.89 1.29 6.40
H -11.24 0.50 4.53
H -9.57 0.49 3.93

***

Entry 8:
A 2-piece molecular cluster, C5H12O overall, computed with ωB97M-V with the def2-TZVPD basis set.

Calculated values
- SMILES = CC[C@@H](C)C=O.[H][H]
- Kohn-Sham gap (eV) = 10.7368
- energy above the lowest of the compared OMol25 structures with the same formula, charge and spin (kJ/mol) = 130.0
- calculated total energy (eV) = -7425.964

Element x y z (Å)
C 1.53 -0.90 0.93
C 0.52 0.24 1.01
C -0.66 0.13 0.04
C -1.75 1.18 0.33
C -0.28 0.41 -1.40
O 0.66 1.08 -1.75
H 2.06 -0.90 -0.03
H 1.04 -1.88 1.04
H 2.27 -0.81 1.73
H 0.11 0.29 2.03
H 1.03 1.19 0.82
H -1.11 -0.87 0.09
H -1.34 2.19 0.17
H -2.61 1.06 -0.34
H -2.10 1.11 1.36
H -1.00 0.01 -2.16
H 0.58 -2.03 -1.78
H 1.02 -1.51 -2.08

***

Entry 9:
C3H11NO2S2 as an isolated structure at a distorted geometry, computed with ωB97M-V with the def2-TZVPD basis set.

Calculated values
- Kohn-Sham gap (eV) = 3.7207
- energy above the lowest of the compared OMol25 structures with the same formula, charge and spin (kJ/mol) = 802.3
- calculated total energy (eV) = -30536.678

Element x y z (Å)
N 0.46 1.83 0.29
C 0.45 0.36 0.29
C 0.31 -0.20 -1.17
O 0.78 0.84 -2.21
C -0.76 -0.20 1.03
S -0.72 -1.86 1.57
S -2.92 1.99 0.14
H -0.53 2.06 0.43
H 0.67 1.96 -0.70
H 1.37 -0.05 0.69
H 1.25 -0.67 -1.43
H -0.17 0.57 -2.25
H -0.42 -1.00 -1.35
H -0.87 0.34 1.98
H -1.71 0.00 0.47
H -3.14 3.27 -0.24
H 1.17 -3.04 1.04
H 2.73 -3.44 0.65
O 2.06 -2.78 0.77

***

Entry 10:
C3H5InMgO3 as an isolated structure at a distorted geometry, computed with ωB97M-V with the def2-TZVPD basis set.

Calculated values
- Kohn-Sham gap (alpha / beta) (eV) = 6.5551 / 2.9541
- energy above the lowest of the compared OMol25 structures with the same formula, charge and spin (kJ/mol) = 0.0
- charge = +1
- calculated total energy (eV) = -19944.526
- spin multiplicity = 2

Element x y z (Å)
O -0.94 2.17 -0.24
C -2.04 1.49 0.01
C -2.08 0.15 0.03
O -0.91 -0.52 -0.34
C -0.50 -1.63 0.46
Mg 0.57 1.01 -0.62
H -2.96 2.05 0.24
H -2.89 -0.47 0.43
H -0.65 -2.53 -0.15
H -1.03 -1.65 1.42
In 3.90 0.25 -0.35
O 2.22 0.33 -0.08
H 0.66 -1.60 0.67

***

Entry 11:
One molecule with the formula C22H23NO2 at a distorted geometry, computed with ωB97M-V with the def2-TZVPD basis set.

Calculated values
- SMILES = CC(=O)C(C(C)=O)[C@H](c1ccccc1)c1c(C)n(C)c2ccccc12
- Kohn-Sham gap (eV) = 8.3385
- energy above the lowest of the compared OMol25 structures with the same formula, charge and spin (kJ/mol) = 71.1
- calculated total energy (eV) = -28772.480

Element x y z (Å)
C -1.53 3.19 -0.02
C -1.86 1.98 0.81
C -3.22 1.30 0.49
C -2.77 -0.14 0.26
C -2.46 -0.46 -1.19
O -2.66 -0.97 1.14
O -1.12 1.59 1.70
H -1.68 2.98 -1.09
H -2.17 4.04 0.25
H -0.49 3.48 0.15
H -3.60 1.75 -0.45
H -2.12 0.41 -1.77
H -1.68 -1.24 -1.22
H -3.36 -0.88 -1.67
C -2.77 3.03 4.01
C -3.63 3.61 2.96
N -3.88 4.96 2.92
C -3.34 5.93 3.86
C -4.76 5.24 1.88
C -5.01 4.02 1.18
C -5.93 4.05 0.13
C -6.70 5.20 -0.05
C -6.48 6.36 0.71
C -5.46 6.41 1.66
C -4.28 2.99 1.89
C -4.24 1.51 1.57
C -5.63 0.89 1.25
C -6.79 1.48 1.76
C -8.05 1.03 1.36
C -8.19 -0.14 0.61
C -7.04 -0.83 0.21
C -5.78 -0.31 0.53
H -3.09 2.00 4.21
H -1.71 3.00 3.68
H -2.85 3.60 4.94
H -3.81 6.90 3.68
H -3.55 5.62 4.89
H -2.25 6.03 3.74
H -6.06 3.17 -0.50
H -7.50 5.20 -0.79
H -7.09 7.25 0.53
H -5.22 7.32 2.22
H -3.87 1.01 2.48
H -6.72 2.31 2.46
H -8.94 1.59 1.65
H -9.18 -0.52 0.35
H -7.12 -1.76 -0.35
H -4.91 -0.91 0.25

***

Entry 12:
A 16-piece molecular cluster, C24H80N2O16 overall at a distorted geometry, computed with ωB97M-V with the def2-TZVPD basis set.

Calculated values
- Kohn-Sham gap (eV) = 8.3379
- energy above the lowest of the compared OMol25 structures with the same formula, charge and spin (kJ/mol) = 416.6
- calculated total energy (eV) = -61918.327

Element x y z (Å)
C 1.99 4.99 2.78
C 3.08 4.00 2.38
O 2.63 3.06 1.36
H 1.19 4.45 3.32
H 1.75 5.48 1.84
H 2.34 5.79 3.34
H 3.38 3.27 3.18
H 3.93 4.48 2.05
H 3.26 2.36 1.10
C 3.59 0.67 -2.01
C 2.78 1.81 -2.49
O 2.90 1.88 -3.91
H 3.37 0.63 -0.91
H 4.64 0.83 -2.24
H 3.29 -0.25 -2.43
H 3.26 2.74 -2.10
H 1.75 1.63 -2.33
H 2.49 1.03 -4.23
C 0.59 -0.82 -0.76
C 0.10 0.17 0.31
O -0.77 1.16 -0.26
H 1.16 -1.62 -0.31
H 1.23 -0.30 -1.52
H -0.18 -1.31 -1.29
H 0.95 0.65 0.77
H -0.46 -0.41 1.06
H -1.08 1.78 0.40
C 1.29 -4.59 0.39
C 1.37 -3.67 1.58
O 2.62 -3.00 1.61
H 2.16 -5.15 0.23
H 1.10 -4.09 -0.48
H 0.49 -5.31 0.43
H 1.10 -4.19 2.52
H 0.47 -2.94 1.61
H 2.62 -2.08 1.86
C -3.78 -3.66 0.67
C -2.28 -3.43 0.94
O -1.66 -3.06 -0.30
H -3.96 -4.29 -0.23
H -4.37 -2.70 0.64
H -4.14 -4.41 1.45
H -1.91 -4.34 1.34
H -2.04 -2.82 1.75
H -1.91 -2.17 -0.43
C -4.79 3.62 -2.44
C -4.23 2.22 -2.44
O -3.24 2.15 -1.40
H -4.06 4.43 -2.16
H -5.68 3.76 -1.79
H -4.96 3.90 -3.52
H -3.68 2.04 -3.40
H -4.95 1.46 -2.35
H -2.53 2.70 -1.72
C -3.32 -0.64 2.69
C -3.59 0.76 2.14
O -2.49 1.59 2.35
H -3.46 -0.67 3.79
H -2.32 -1.04 2.53
H -4.04 -1.42 2.39
H -4.40 1.25 2.61
H -3.69 0.79 1.05
H -2.42 1.71 3.29
C -2.28 4.55 0.68
C -0.99 4.58 1.44
O -0.13 3.73 0.80
H -2.09 4.85 -0.32
H -2.90 5.28 1.18
H -2.80 3.60 0.75
H -1.26 4.19 2.49
H -0.65 5.58 1.43
H 0.57 3.48 1.39
C 1.59 -0.25 -5.74
O 0.79 0.61 -6.46
N 2.66 -0.89 -6.21
N 1.54 -0.33 -4.42
H 3.01 -0.62 -7.14
H 3.27 -1.43 -5.62
H 0.72 0.13 -3.94
H 1.93 -1.16 -3.98
C -1.39 -0.47 -3.55
O -0.58 0.60 -3.10
H -2.41 -0.07 -3.83
H -1.40 -1.29 -2.90
H -0.99 -0.85 -4.49
H -0.83 0.88 -2.21
C -4.09 -0.87 -1.48
O -2.88 -0.58 -0.89
H -4.92 -0.21 -1.06
H -4.33 -1.93 -1.38
H -4.03 -0.69 -2.54
H -2.70 0.36 -1.06
C -0.34 -2.08 4.07
O 0.17 -1.71 5.35
H 0.06 -1.43 3.30
H -1.40 -1.91 4.21
H -0.14 -3.13 3.90
H -0.40 -1.03 5.51
C 0.51 1.49 3.64
O 0.29 1.52 5.02
H -0.20 2.19 3.10
H 0.27 0.51 3.17
H 1.50 1.81 3.33
H -0.65 1.63 5.20
C 0.99 -3.18 -3.10
O 2.27 -2.55 -3.10
H 0.53 -3.22 -2.11
H 1.05 -4.16 -3.54
H 0.30 -2.75 -3.76
H 2.77 -2.57 -2.30
C 3.05 -0.71 3.65
O 3.01 -0.52 2.27
H 2.67 0.16 4.18
H 4.09 -0.96 3.91
H 2.40 -1.51 3.91
H 3.64 0.15 1.92
C 5.08 -2.98 -0.84
O 3.76 -2.80 -0.78
H 5.53 -2.60 -1.75
H 5.34 -3.98 -0.60
H 5.52 -2.36 -0.08
H 3.51 -2.96 0.14